Version 1
CH6N4 | the ωB97M-V functional and the def2-TZVPD basis

Structure (XYZ):
```
11
Properties=species:S:1:pos:R:3
H 0.345 1.825 -0.099
N -0.547 1.395 -0.028
C -0.500 0.115 0.027
N -1.731 -0.500 0.021
N 0.577 -0.659 -0.033
N 1.815 -0.116 -0.007
H -2.003 -1.515 -0.072
H -2.463 0.253 0.150
H 0.583 -1.672 -0.289
H 1.827 0.691 -0.675
H 2.097 0.182 1.005
```

Summary:
Kohn-Sham gap in Ha: 0.3539
HOMO in eV: -8.68

=====

Version 2
CH6N4 | the ωB97M-V functional and the def2-TZVPD basis

Structure (XYZ):
```
11
Properties=species:S:1:pos:R:3
N 1.887 -0.110 0.157
N 1.143 -0.264 -1.092
C -0.118 0.115 -0.833
N -0.558 0.153 0.361
N -1.965 0.189 0.691
H 1.960 -1.027 0.805
H 2.882 0.201 0.180
H -0.719 -0.173 -1.673
H -0.022 0.623 1.061
H -2.163 -0.830 0.210
H -2.328 1.123 0.133
```

Summary:
Kohn-Sham gap in Ha: 0.3301
HOMO in eV: -8.18

=====

Version 3
CH6N4 | the ωB97M-V functional and the def2-TZVPD basis

Structure (XYZ):
```
11
Properties=species:S:1:pos:R:3
H 2.448 -0.629 -1.296
N 1.635 -0.875 -0.707
N 0.672 -0.101 -0.957
C -0.212 -0.192 0.185
N -0.090 1.027 0.964
N -1.551 -0.470 -0.189
H 0.486 -1.068 0.698
H 0.752 1.046 1.524
H -0.131 1.846 0.366
H -1.805 -0.291 -1.151
H -2.203 -0.295 0.563
```

Summary:
Kohn-Sham gap in Ha: 0.3585
HOMO in eV: -9.14

=====

Version 4
CH6N4 | the ωB97M-V functional and the def2-TZVPD basis

Structure (XYZ):
```
11
Properties=species:S:1:pos:R:3
N 1.686 -1.064 0.521
N 0.263 -1.326 0.953
C -0.380 -0.452 0.283
N -0.141 0.563 -0.707
N -1.105 1.581 -0.639
H 2.147 -1.734 1.238
H 1.712 -0.935 -0.428
H -1.397 -0.837 0.255
H 0.730 1.067 -0.242
H -1.564 1.654 0.232
H -1.952 1.484 -1.465
```

Summary:
Kohn-Sham gap in Ha: 0.3606
HOMO in eV: -8.74

=====

Which structure is most stable? version 1, by 96.2 kJ/mol over the runner-up.